# 1
DFT (wB97M-V/def2-TZVPD) results for a 8-piece molecular cluster, C63H57BrF8NO2P overall at a distorted geometry.

```
133
Properties=species:S:1:pos:R:3
C 1.943 -6.101 -1.175
C 1.900 -4.665 -0.474
P 0.644 -3.555 -1.364
C 1.174 -1.809 -0.840
C 1.134 -1.578 0.731
C -0.935 -3.837 -0.363
C -1.870 -2.694 -0.329
C -3.090 -2.817 0.455
C -3.336 -4.054 1.168
C -2.424 -5.208 1.101
C -1.199 -5.101 0.324
C -2.845 -6.494 1.888
O -2.672 -7.603 1.449
C -3.535 -6.203 3.263
C -3.267 -7.087 4.378
C -3.885 -6.756 5.641
F -3.660 -7.560 6.741
C -4.747 -5.577 5.784
N -5.251 -5.355 7.117
C -5.066 -4.690 4.648
C -5.984 -3.435 4.785
C -7.530 -3.723 4.841
C -7.996 -4.673 5.997
Br -8.307 -4.406 3.165
C -4.429 -5.032 3.358
C -4.607 -4.221 2.055
O -5.638 -3.740 1.645
H 2.984 -6.510 -1.253
H 1.512 -5.959 -2.206
H 1.357 -6.860 -0.587
H 1.576 -4.853 0.588
H 2.922 -4.183 -0.405
H 2.239 -1.692 -1.175
H 0.501 -1.037 -1.299
H 0.920 -2.493 1.335
H 0.413 -0.773 1.036
H 2.153 -1.211 1.047
H -1.631 -1.763 -0.900
H -3.785 -1.952 0.473
H -0.498 -5.960 0.301
H -2.607 -7.978 4.337
H -5.526 -4.376 7.199
H -4.524 -5.573 7.805
H -5.604 -2.844 5.669
H -5.778 -2.788 3.887
H -8.026 -2.730 5.034
H -7.579 -4.292 6.971
H -9.115 -4.671 6.104
H -7.615 -5.716 5.863
F 0.832 1.104 -2.178
C 1.134 1.327 -3.473
C 0.155 1.155 -4.431
C 0.459 1.388 -5.765
C 1.743 1.781 -6.125
C 2.721 1.946 -5.150
C 2.414 1.723 -3.814
H -0.837 0.841 -4.132
H -0.305 1.264 -6.524
H 1.982 1.959 -7.167
H 3.723 2.248 -5.431
H 3.160 1.855 -3.039
F -0.139 7.390 -0.252
C 0.356 6.181 0.065
C 0.249 5.144 -0.845
C 0.765 3.896 -0.518
C 1.371 3.698 0.718
C 1.467 4.747 1.624
C 0.962 5.998 1.295
H -0.234 5.316 -1.799
H 0.694 3.081 -1.224
H 1.769 2.722 0.973
H 1.936 4.589 2.589
H 1.036 6.829 1.985
F -3.086 1.052 -5.288
C -3.513 2.245 -4.825
C -4.267 3.061 -5.648
C -4.710 4.287 -5.169
C -4.385 4.686 -3.877
C -3.623 3.859 -3.063
C -3.189 2.628 -3.537
H -4.503 2.737 -6.654
H -5.308 4.931 -5.802
H -4.728 5.645 -3.506
H -3.367 4.171 -2.057
H -2.601 1.966 -2.912
F 4.626 1.753 3.316
C 5.276 2.848 3.746
C 5.409 3.933 2.898
C 6.076 5.067 3.343
C 6.611 5.098 4.626
C 6.475 3.999 5.466
C 5.799 2.868 5.026
H 4.992 3.887 1.899
H 6.179 5.926 2.690
H 7.136 5.982 4.971
H 6.896 4.023 6.464
H 5.675 2.006 5.669
F 7.748 7.486 0.616
C 7.320 8.674 1.077
C 6.572 9.494 0.251
C 6.126 10.719 0.729
C 6.442 11.116 2.023
C 7.199 10.287 2.842
C 7.636 9.056 2.369
H 6.342 9.171 -0.757
H 5.532 11.364 0.093
H 6.097 12.074 2.394
H 7.448 10.599 3.849
H 8.220 8.394 2.997
F -6.536 1.045 -2.419
C -6.906 0.245 -3.435
C -6.036 0.046 -4.491
C -6.414 -0.784 -5.537
C -7.663 -1.396 -5.520
C -8.530 -1.184 -4.455
C -8.148 -0.362 -3.402
H -5.072 0.537 -4.490
H -5.737 -0.953 -6.366
H -7.959 -2.041 -6.340
H -9.504 -1.658 -4.444
H -8.806 -0.192 -2.560
F 4.815 -4.169 -1.238
C 5.929 -4.767 -1.701
C 6.227 -4.690 -3.049
C 7.378 -5.303 -3.526
C 8.211 -5.993 -2.652
C 7.896 -6.065 -1.300
C 6.750 -5.444 -0.820
H 5.562 -4.155 -3.716
H 7.626 -5.243 -4.579
H 9.106 -6.474 -3.026
H 8.542 -6.606 -0.620
H 6.493 -5.483 0.232
```

- SMILES = CCP(CC)c1ccc2c(c1)C(=O)c1cc(F)c(N)c(C[C@H](C)Br)c1C2=O.Fc1ccccc1.Fc1ccccc1.Fc1ccccc1.Fc1ccccc1.Fc1ccccc1.Fc1ccccc1.Fc1ccccc1
- total charge = 0
- electronic energy (Ha) = -6354.30132
- highest occupied orbital energy (Eh) = -0.2934
- orbital gap (eV) = 7.515

# 2
DFT (wB97M-V/def2-TZVPD) results for C28H39BrCoIN7O2S2Si2 as an isolated structure at a distorted geometry.

```
83
Properties=species:S:1:pos:R:3
Co 0.627 -0.308 -0.332
N -2.581 1.220 0.571
C -1.629 1.162 1.531
N -0.455 0.606 1.388
C 0.306 0.732 2.543
C -0.286 1.358 3.571
S -1.876 1.841 3.105
C 1.666 0.158 2.484
C 2.546 0.005 3.486
S 3.972 -0.769 2.895
C 3.275 -0.855 1.322
N 2.088 -0.328 1.241
N 3.942 -1.356 0.247
H -2.366 0.957 -0.385
H -3.428 1.726 0.733
H 0.108 1.584 4.556
H 2.446 0.283 4.527
H 4.697 -1.990 0.420
H 3.378 -1.558 -0.564
C 2.554 4.532 -1.520
Si 2.063 3.011 -0.536
C 3.700 2.333 0.093
C 1.093 3.705 0.912
C 1.145 1.709 -1.432
C 2.014 0.842 -2.273
C 3.018 1.232 -3.190
C 3.692 0.285 -3.935
C 3.383 -1.071 -3.792
C 2.425 -1.406 -2.864
N 1.786 -0.490 -2.116
Si -0.263 2.301 -2.429
C -1.335 3.528 -1.516
C 0.246 3.102 -4.050
C -1.407 0.911 -2.970
H 2.979 5.276 -0.827
H 1.693 4.996 -2.019
H 3.317 4.315 -2.283
H 4.496 3.078 -0.053
H 3.997 1.422 -0.445
H 3.654 2.098 1.166
H 1.742 3.799 1.796
H 0.236 3.080 1.184
H 0.718 4.710 0.668
H 3.235 2.289 -3.307
H 4.456 0.594 -4.643
H 3.875 -1.835 -4.383
H 2.149 -2.444 -2.683
H -0.783 4.113 -0.769
H -2.155 3.005 -1.007
H -1.778 4.230 -2.239
H 0.837 4.014 -3.892
H -0.649 3.376 -4.628
H 0.845 2.419 -4.669
H -1.559 -0.282 -1.437
H -0.849 0.114 -3.485
H -2.090 1.334 -3.714
C -0.474 -4.845 -0.264
C -0.126 -3.396 -0.412
N 0.895 -2.828 0.068
O 1.712 -3.572 0.887
C -1.058 -2.443 -1.189
C -2.067 -3.085 -2.130
N -0.956 -1.216 -0.984
O -2.190 0.332 -1.885
H 0.242 -5.429 0.311
H -0.534 -5.296 -1.257
H -1.457 -4.950 0.202
H 1.220 -4.352 1.170
H -2.815 -3.676 -1.587
H -1.583 -3.759 -2.846
H -2.584 -2.300 -2.677
Br -6.028 -1.159 1.882
C -5.278 -2.057 3.364
C -6.102 -2.261 4.464
C -5.611 -2.901 5.591
C -4.295 -3.340 5.622
C -3.474 -3.140 4.523
C -3.957 -2.498 3.385
I -2.654 -2.231 1.790
H -7.129 -1.915 4.428
H -6.260 -3.051 6.447
H -3.903 -3.838 6.502
H -2.445 -3.481 4.542
```

- total charge = 0
- electronic energy (Ha) = -7253.97707
- 2S+1 = 4
- ΔE to the lowest compared entry with this formula, charge and spin (kJ/mol) = 77.0
- highest occupied orbital energy (spin up / spin down) (Eh) = -0.2540 / -0.2639
- orbital gap (spin up / spin down) (eV) = 7.095 / 7.360

# 3
DFT (wB97M-V/def2-TZVPD) results for C26H71BeN6O10 as an isolated structure at a distorted geometry.

```
114
Properties=species:S:1:pos:R:3
Be 2.278 0.432 1.122
O -0.964 0.814 0.316
C 0.325 0.590 0.505
O 1.035 1.573 0.756
O 0.864 -0.504 0.260
H -0.885 1.769 0.377
C -1.294 -1.606 1.183
C -2.474 -0.976 1.967
C -2.117 0.054 3.099
O -1.207 -0.495 4.049
C -1.719 -1.649 4.739
N -3.390 -0.263 1.120
H -1.517 -2.136 0.257
H -0.740 -2.356 1.746
H -0.556 -0.838 0.949
H -2.899 -1.865 2.432
H -2.987 0.415 3.649
H -1.644 0.865 2.545
H -1.690 -2.615 4.234
H -2.659 -1.366 5.214
H -1.065 -1.827 5.593
H -2.714 0.181 0.516
H -3.896 -0.865 0.486
C 2.598 2.874 -1.969
C 2.467 1.732 -0.949
C 3.194 0.464 -1.560
O 3.130 -0.557 -0.587
C 3.282 -1.888 -1.026
N 2.958 2.107 0.394
H 3.626 3.182 -2.163
H 2.202 3.844 -1.667
H 2.078 2.510 -2.855
H 1.437 1.417 -0.781
H 4.268 0.512 -1.739
H 2.755 0.173 -2.514
H 2.389 -2.496 -0.881
H 3.989 -2.322 -0.318
H 3.638 -1.916 -2.056
H 2.769 3.072 0.624
H 3.937 2.094 0.148
C -1.326 3.381 -3.645
C -0.642 3.195 -2.343
C -1.690 2.997 -1.206
O -0.981 2.944 0.117
C -1.854 2.985 1.161
N 0.417 2.167 -2.374
H -0.584 3.748 -4.354
H -2.166 4.063 -3.767
H -1.709 2.477 -4.120
H -0.123 4.129 -2.128
H -2.308 2.106 -1.305
H -2.320 3.885 -1.266
H -1.456 2.666 2.125
H -2.740 2.421 0.868
H -1.969 4.064 1.257
H 1.165 2.506 -2.962
H 0.757 2.321 -1.435
C -0.105 -3.507 -2.334
C -0.139 -2.669 -1.031
C 0.347 -3.430 0.171
O -0.451 -4.645 0.130
C -0.286 -5.398 1.333
N 0.760 -1.622 -1.329
H 0.389 -3.115 -3.223
H -1.046 -4.025 -2.522
H 0.581 -4.334 -2.150
H -1.107 -2.190 -0.881
H 0.091 -2.823 1.040
H 1.425 -3.592 0.194
H -0.949 -6.261 1.397
H -0.452 -4.704 2.157
H 0.736 -5.773 1.399
H 0.572 -1.163 -2.209
H 0.794 -0.930 -0.594
C 2.061 -3.416 2.228
C 1.805 -1.958 1.673
C 1.292 -1.022 2.916
O 1.017 0.357 2.516
C 0.386 1.076 3.547
N 3.009 -1.452 1.047
H 2.607 -3.998 1.485
H 1.084 -3.897 2.263
H 2.406 -3.359 3.260
H 1.094 -1.951 0.847
H 2.128 -1.033 3.615
H 0.482 -1.494 3.472
H -0.106 1.879 2.997
H 1.083 1.437 4.303
H -0.364 0.450 4.029
H 3.379 -2.237 0.531
H 3.718 -1.435 1.766
C -3.904 0.842 -0.930
C -2.865 -0.136 -1.558
C -1.774 0.509 -2.455
O -0.889 -0.568 -2.874
C 0.148 -0.094 -3.746
N -2.119 -0.609 -0.464
H -4.686 0.312 -0.385
H -4.414 1.296 -1.780
H -3.603 1.557 -0.165
H -3.443 -0.925 -2.039
H -1.174 1.259 -1.939
H -2.301 1.022 -3.259
H -0.297 0.478 -4.560
H 0.742 -0.868 -4.231
H 0.830 0.555 -3.195
H -1.603 0.147 -0.037
H -1.427 -1.076 -1.033
C 0.923 4.392 -0.421
O 1.148 3.446 0.652
H 1.406 5.332 -0.153
H 1.318 3.947 -1.334
H -0.152 4.564 -0.471
H 0.617 2.662 0.493
```

- total charge = +1
- electronic energy (Ha) = -2127.00205
- ΔE to the lowest compared entry with this formula, charge and spin (kJ/mol) = 3002.0
- highest occupied orbital energy (Eh) = -0.3282
- orbital gap (eV) = 6.624

# 4
DFT (wB97M-V/def2-TZVPD) results for a single C5H6O molecule.

```
12
Properties=species:S:1:pos:R:3
C -1.878 0.481 -0.111
C -1.003 -0.711 -0.240
C 0.349 -0.742 -0.064
C 1.255 0.325 -0.138
C 2.475 0.493 0.588
O 2.582 1.327 1.481
H -2.051 0.643 0.965
H -1.382 1.379 -0.499
H -2.855 0.320 -0.575
H -1.497 -1.681 -0.298
H 0.671 -1.739 0.242
H 3.356 -0.097 0.230
```

- total charge = 0
- electronic energy (Ha) = -269.19915
- ΔE to the lowest compared entry with this formula, charge and spin (kJ/mol) = 386.2
- highest occupied orbital energy (spin up / spin down) (Eh) = -0.3108 / -0.3239
- orbital gap (spin up / spin down) (eV) = 7.202 / 7.421

# 5
DFT (wB97M-V/def2-TZVPD) results for C4H7N3 as an isolated structure.

```
14
Properties=species:S:1:pos:R:3
C 0.902 -0.825 0.584
C 1.300 0.515 -0.007
N 0.092 1.337 0.024
C -1.062 0.660 -0.253
N -2.171 1.157 -0.617
C -0.880 -0.819 -0.082
N -1.462 -1.880 -0.279
H -0.131 -1.776 0.137
H 0.800 -0.797 1.671
H 1.559 -1.645 0.270
H 1.682 0.388 -1.030
H 2.085 0.990 0.588
H 0.133 2.297 -0.291
H -2.846 0.398 -0.717
```

- total charge = 0
- electronic energy (Ha) = -320.72143
- ΔE to the lowest compared entry with this formula, charge and spin (kJ/mol) = 425.0
- highest occupied orbital energy (Eh) = -0.3137
- orbital gap (eV) = 9.260

# 6
DFT (wB97M-V/def2-TZVPD) results for C19H23ClN3O11S2Sr as an isolated structure.

```
60
Properties=species:S:1:pos:R:3
Sr 0.076 0.861 0.054
O 2.227 0.486 -1.365
C 3.161 -0.169 -0.930
C 3.117 -1.460 -0.264
C 4.339 -2.118 -0.148
C 4.397 -3.404 0.345
C 3.231 -4.072 0.749
C 2.026 -3.440 0.673
C 1.901 -2.097 0.186
O 0.767 -1.544 0.106
N 5.667 -4.081 0.425
O 6.673 -3.473 0.093
O 5.676 -5.254 0.765
H 4.189 0.206 -1.094
H 5.251 -1.631 -0.469
H 3.309 -5.083 1.124
H 1.120 -3.928 1.011
O -2.084 3.606 -1.689
Cl -2.356 2.273 -1.313
O -3.663 1.868 -1.700
O -1.368 1.378 -1.943
O -2.170 2.109 0.131
C 0.399 -2.722 -3.302
C -0.908 -3.236 -2.711
N -1.306 -2.503 -1.525
C -2.389 -1.755 -1.287
S -2.804 -1.363 0.306
N -3.170 -1.324 -2.306
C -2.719 -0.942 -3.643
C -3.494 -1.657 -4.741
H 0.688 -3.316 -4.170
H 1.198 -2.790 -2.563
H 0.322 -1.677 -3.602
H -0.782 -4.285 -2.425
H -1.722 -3.212 -3.433
H -0.719 -2.599 -0.703
H -3.901 -0.727 -1.942
H -1.651 -1.123 -3.731
H -2.845 0.136 -3.733
H -3.353 -2.738 -4.698
H -3.174 -1.306 -5.723
H -4.562 -1.460 -4.643
C -2.457 4.755 5.679
C -1.458 4.300 4.651
C -1.114 5.119 3.577
C -0.185 4.710 2.636
C 0.413 3.462 2.761
C 0.084 2.635 3.819
C -0.850 3.056 4.755
S 1.628 2.968 1.551
O 1.780 1.513 1.763
O 2.819 3.738 1.785
O 0.976 3.202 0.257
H -3.076 5.565 5.293
H -1.954 5.120 6.578
H -3.115 3.939 5.980
H -1.590 6.087 3.470
H 0.062 5.337 1.790
H 0.554 1.664 3.903
H -1.113 2.397 5.575
```

- total charge = -1
- electronic energy (Ha) = -3016.97395
- ΔE to the lowest compared entry with this formula, charge and spin (kJ/mol) = 28.1
- highest occupied orbital energy (Eh) = -0.2107
- orbital gap (eV) = 7.747

> electronic energy of number 1 (C63H57BrF8NO2P)?

-6354.30132 Ha

> What is the formula in the fourth record?

C5H6O

> Number 1 is which compound?

C63H57BrF8NO2P